[1]
12
Properties=species:S:1:pos:R:3:forces:R:3:mulliken_charge:R:1 method="wB97M-V/def2-TZVPD" e_lumo_ev=0.598 e_homo_ev=-9.4556 relative_energy_kj_mol=6.2 smiles="CCC(=O)I.F" charge=0 multiplicity=1 orbital_gap_ev=10.0539
C -0.94370 0.76589 0.38832 -2.22 -1.10 -3.76 -0.96
C 0.36146 0.85588 -0.36811 0.50 0.10 2.37 -0.37
C 1.33030 -0.25571 0.11433 -0.06 -1.96 0.74 0.31
O 1.14618 -1.28839 0.72312 0.44 3.38 -1.59 -0.41
I 3.41844 0.32760 -0.42519 -0.35 -0.24 0.08 -0.10
H -0.90967 0.82924 1.42672 0.15 0.86 1.65 0.39
H -1.72746 1.39241 -0.19045 1.23 -0.49 1.59 0.29
H -1.30507 -0.25205 0.18718 -0.11 0.20 0.21 0.13
H 0.18819 0.86473 -1.42849 0.37 -0.28 -0.48 0.34
H 0.82821 1.79560 -0.05084 0.32 -0.15 -0.56 0.38
F -0.86846 -2.31127 -0.47866 -1.70 -1.13 0.96 -0.39
H -1.51842 -2.72394 0.10205 1.42 0.82 -1.22 0.39

[2]
14
Properties=species:S:1:pos:R:3:forces:R:3:mulliken_charge:R:1 method="wB97M-V/def2-TZVPD" e_lumo_ev="-5.939 / -5.940" e_homo_ev="-12.1433 / -12.1430" relative_energy_kj_mol=854.2 charge=+1 multiplicity=1 orbital_gap_ev="6.2039 / 6.2030"
C -1.18981 -1.33750 0.31571 -0.60 -2.39 0.31 -0.03
C 0.44975 1.83873 -1.20841 -0.08 1.32 -0.99 -1.05
C -0.45721 1.07038 -0.45258 -3.21 -0.13 0.12 0.32
N -3.26944 0.61296 -0.16912 1.73 1.59 1.81 -0.25
N -1.13530 -2.38777 1.15265 0.71 3.47 -1.06 -0.19
O -4.20140 0.23490 -0.82968 -1.31 -1.15 -1.28 -0.14
S 0.06857 -0.03766 0.61846 -0.15 -0.94 0.40 -0.05
H 0.46233 2.85103 -0.82870 -0.02 0.69 0.11 0.34
H 1.40068 1.41966 -1.08625 1.69 -0.25 -0.40 0.40
H 0.10920 1.94480 -2.26497 0.25 -0.25 0.64 0.32
H -1.59000 1.24032 -0.56961 1.89 -0.51 0.11 0.44
H -4.07005 -0.73546 -0.95783 -0.76 -0.52 -0.37 0.37
H -1.48534 -3.28249 0.89956 -0.68 -0.48 -0.36 0.28
H -0.68313 -2.30619 2.03194 0.54 -0.44 0.98 0.22

[3]
12
Properties=species:S:1:pos:R:3:forces:R:3:mulliken_charge:R:1 method="wB97M-V/def2-TZVPD" e_lumo_ev=0.492 e_homo_ev=-10.5632 relative_energy_kj_mol=200.6 smiles="N#CCO.N=C=N" charge=0 multiplicity=1 orbital_gap_ev=11.0555
N -1.76761 0.78754 0.18297 0.82 -0.21 -0.75 -0.46
C -0.91180 0.54300 -0.55572 -0.74 0.23 0.62 0.31
C 0.17724 0.26751 -1.52179 0.12 -0.11 0.28 -0.22
O -0.24547 0.40617 -2.85216 -0.06 0.24 -0.11 -0.50
H 1.02607 0.91655 -1.26683 -0.15 -0.09 -0.04 0.24
H 0.50566 -0.76492 -1.38472 -0.06 0.13 0.02 0.27
H -0.49560 1.32687 -3.00253 0.02 -0.15 -0.05 0.32
N -0.80690 -0.68020 2.73112 0.55 0.04 -0.31 -0.56
C 0.24575 -0.53255 2.13281 -0.09 -0.02 0.06 0.56
N 1.30305 -0.53636 1.49937 -0.42 -0.03 0.29 -0.55
H -1.58553 -0.09618 2.43711 0.06 -0.02 0.00 0.34
H 2.04560 0.05548 1.85410 -0.06 -0.01 -0.01 0.23

What did the first record say?
12
Properties=species:S:1:pos:R:3:forces:R:3:mulliken_charge:R:1 method="wB97M-V/def2-TZVPD" e_lumo_ev=0.598 e_homo_ev=-9.4556 relative_energy_kj_mol=6.2 smiles="CCC(=O)I.F" charge=0 multiplicity=1 orbital_gap_ev=10.0539
C -0.94370 0.76589 0.38832 -2.22 -1.10 -3.76 -0.96
C 0.36146 0.85588 -0.36811 0.50 0.10 2.37 -0.37
C 1.33030 -0.25571 0.11433 -0.06 -1.96 0.74 0.31
O 1.14618 -1.28839 0.72312 0.44 3.38 -1.59 -0.41
I 3.41844 0.32760 -0.42519 -0.35 -0.24 0.08 -0.10
H -0.90967 0.82924 1.42672 0.15 0.86 1.65 0.39
H -1.72746 1.39241 -0.19045 1.23 -0.49 1.59 0.29
H -1.30507 -0.25205 0.18718 -0.11 0.20 0.21 0.13
H 0.18819 0.86473 -1.42849 0.37 -0.28 -0.48 0.34
H 0.82821 1.79560 -0.05084 0.32 -0.15 -0.56 0.38
F -0.86846 -2.31127 -0.47866 -1.70 -1.13 0.96 -0.39
H -1.51842 -2.72394 0.10205 1.42 0.82 -1.22 0.39